DFT (the ωB97M-V functional and the def2-TZVPD basis) results for C35H42AsClN3O3Pd as an isolated structure.

Each line ends with the Mulliken charge.
Atoms and positions in Å:
Pd (0.804, -0.335, 0.127)  0.233
Cl (0.383, -6.175, 4.988)  -0.222
C (0.757, -4.945, 3.822)  0.052
C (2.096, -4.582, 3.595)  -0.596
C (2.413, -3.621, 2.675)  -0.642
C (1.419, -2.956, 1.904)  -0.241
O (1.793, -2.109, 1.004)  0.215
C (0.064, -3.330, 2.166)  1.159
C (-1.044, -2.722, 1.500)  -0.512
O (-1.027, -1.794, 0.685)  -0.568
C (-0.233, -4.328, 3.123)  -1.062
H (2.875, -5.075, 4.165)  0.433
H (3.447, -3.352, 2.489)  0.412
H (-2.028, -3.145, 1.771)  0.289
H (-1.269, -4.601, 3.294)  0.420
C (1.837, 0.705, 1.538)  -0.710
H (2.914, 0.819, 1.468)  0.346
H (1.337, 0.899, 2.482)  0.352
C (1.102, -2.618, -2.288)  -1.174
N (2.550, -2.486, -2.282)  0.284
C (3.317, -3.683, -2.611)  -1.351
C (3.126, -1.344, -1.867)  0.239
N (2.429, -0.347, -1.366)  0.151
N (4.499, -1.256, -2.026)  0.097
C (5.225, -0.371, -1.130)  -1.139
C (5.054, -1.297, -3.377)  -1.099
H (0.847, -3.632, -2.584)  0.470
H (0.659, -1.921, -3.000)  0.201
H (0.682, -2.443, -1.304)  0.409
H (2.863, -4.546, -2.126)  0.455
H (4.334, -3.586, -2.249)  0.409
H (3.333, -3.860, -3.689)  0.383
H (3.022, 0.446, -1.182)  0.046
H (4.817, -0.449, -0.124)  0.247
H (5.210, 0.678, -1.457)  0.371
H (6.265, -0.694, -1.104)  0.340
H (4.411, -1.861, -4.046)  0.346
H (6.037, -1.769, -3.355)  0.329
H (5.167, -0.285, -3.780)  0.359
C (-1.334, 1.424, -3.847)  -0.459
C (-2.248, 0.192, -3.713)  -0.818
C (-1.761, -0.512, -2.435)  -0.517
O (-0.676, 0.281, -1.916)  1.084
C (-0.132, 1.050, -2.993)  -0.619
H (-1.824, 2.311, -3.448)  0.119
H (-1.045, 1.621, -4.879)  0.490
H (-2.131, -0.469, -4.571)  0.340
H (-3.297, 0.471, -3.635)  0.305
H (-1.415, -1.525, -2.653)  0.519
H (-2.516, -0.577, -1.659)  -0.040
H (0.580, 0.446, -3.565)  0.203
H (0.392, 1.900, -2.560)  0.216
C (-2.640, 1.258, 5.417)  -0.572
C (-1.963, 2.366, 4.929)  -0.739
C (-1.453, 2.363, 3.637)  -0.381
C (-1.648, 1.259, 2.811)  0.654
C (-2.277, 0.126, 3.329)  -0.173
C (-2.774, 0.127, 4.623)  -0.972
As (-1.150, 1.265, 0.921)  1.521
C (-0.558, 3.099, 0.643)  0.327
C (-1.380, 4.181, 0.964)  -0.159
C (-0.946, 5.479, 0.748)  -0.881
C (0.308, 5.714, 0.193)  -0.634
C (1.126, 4.647, -0.142)  -0.727
C (0.694, 3.346, 0.086)  -0.545
C (-2.924, 1.366, 0.109)  0.383
C (-3.904, 0.431, 0.431)  -0.190
C (-5.150, 0.483, -0.174)  -0.826
C (-5.424, 1.461, -1.122)  -0.558
C (-4.443, 2.380, -1.466)  -0.934
C (-3.194, 2.326, -0.861)  -0.047
H (-3.043, 1.266, 6.422)  0.398
H (-1.835, 3.244, 5.551)  0.442
H (-0.902, 3.221, 3.280)  0.460
H (-2.368, -0.765, 2.722)  -0.010
H (-3.269, -0.754, 5.010)  0.460
H (-2.364, 4.008, 1.380)  0.615
H (-1.589, 6.310, 1.009)  0.449
H (0.640, 6.730, 0.023)  0.402
H (2.100, 4.828, -0.580)  0.449
H (1.334, 2.508, -0.157)  0.139
H (-3.696, -0.346, 1.152)  0.217
H (-5.910, -0.242, 0.092)  0.458
H (-6.397, 1.502, -1.595)  0.408
H (-4.644, 3.136, -2.216)  0.419
H (-2.434, 3.041, -1.143)  0.594

As for the largest force on an atom: 5.112 eV/A. As for the relative energy (zero: lowest compared OMol25 entry of this formula, charge and spin): 70.5 kcal per mole. The value obtained for the energy is -4572.34918 hartree. Its charge is +1.



DFT (the ωB97M-V functional and the def2-TZVPD basis) results for C35H42Cl2N7Si2Ti as an isolated structure.

Each line ends with the Mulliken charge.
Atoms and positions in Å:
Ti (0.858, 0.678, -0.395)  -1.615
C (-3.242, -2.186, -0.494)  -1.203
N (-1.833, -1.846, -0.398)  0.639
C (-1.198, -2.418, 0.541)  -0.435
C (0.194, -2.292, 0.916)  -0.587
C (0.756, -3.186, 1.826)  -0.611
C (2.105, -2.830, 1.963)  -1.403
C (2.287, -1.738, 1.129)  -0.927
N (1.144, -1.388, 0.485)  2.206
C (-3.528, -3.007, -1.728)  0.005
C (-3.439, -2.419, -2.985)  0.292
C (-3.686, -3.161, -4.128)  -0.460
C (-4.028, -4.505, -4.031)  -0.565
C (-4.115, -5.100, -2.781)  -0.604
C (-3.863, -4.352, -1.637)  -0.478
H (-3.814, -1.255, -0.556)  0.144
H (-3.590, -2.738, 0.393)  0.639
H (-1.725, -3.133, 1.195)  0.135
H (0.232, -4.004, 2.300)  0.488
H (2.859, -3.306, 2.570)  0.467
H (3.192, -1.175, 0.969)  0.440
H (-3.165, -1.375, -3.060)  0.326
H (-3.607, -2.687, -5.100)  0.416
H (-4.219, -5.085, -4.925)  0.368
H (-4.375, -6.148, -2.696)  0.359
H (-3.927, -4.822, -0.661)  0.355
Cl (3.307, 0.785, -0.525)  -0.432
C (1.169, 2.541, -1.457)  -0.258
Cl (1.547, 3.908, -0.309)  -0.257
H (0.276, 2.865, -1.993)  0.385
H (2.012, 2.500, -2.140)  0.470
C (2.150, -0.249, -4.421)  -1.179
Si (1.220, -1.229, -3.114)  -0.078
C (0.057, -2.482, -3.900)  -0.986
C (2.467, -2.263, -2.193)  -1.018
N (0.332, -0.096, -2.101)  0.845
C (-0.887, 0.434, -2.522)  0.820
C (-1.360, 0.423, -3.834)  -0.637
C (-2.630, 0.892, -4.147)  -1.079
C (-3.453, 1.356, -3.135)  -1.181
C (-2.970, 1.430, -1.831)  -0.816
C (-1.668, 1.045, -1.512)  0.420
N (-1.029, 1.235, -0.267)  1.965
Si (-1.862, 2.381, 0.787)  0.309
C (-1.004, 2.985, 2.341)  -1.205
C (-3.466, 1.570, 1.387)  -1.131
C (-2.184, 4.002, -0.118)  -1.257
H (2.641, -0.916, -5.136)  0.401
H (2.921, 0.350, -3.930)  0.257
H (1.502, 0.431, -4.976)  0.339
H (0.653, -3.343, -4.218)  0.481
H (-0.510, -2.129, -4.760)  0.332
H (-0.660, -2.830, -3.151)  0.147
H (3.002, -2.857, -2.943)  0.451
H (1.982, -2.947, -1.495)  0.210
H (3.191, -1.667, -1.642)  0.218
H (-0.725, 0.043, -4.622)  0.278
H (-2.977, 0.868, -5.173)  0.362
H (-4.464, 1.680, -3.349)  0.363
H (-3.626, 1.824, -1.066)  0.284
H (-0.899, 2.244, 3.131)  0.281
H (-1.666, 3.777, 2.713)  0.486
H (-0.036, 3.435, 2.127)  0.254
H (-3.556, 0.565, 0.969)  0.079
H (-4.360, 2.133, 1.107)  0.408
H (-3.459, 1.480, 2.476)  0.390
H (-1.270, 4.600, -0.073)  0.273
H (-2.975, 4.559, 0.396)  0.423
H (-2.465, 3.895, -1.163)  0.405
N (7.365, 3.623, 7.550)  -0.543
C (6.513, 3.237, 6.881)  0.059
C (5.445, 2.752, 6.050)  0.554
C (5.658, 2.540, 4.689)  -0.883
C (4.634, 2.061, 3.895)  -0.256
C (3.385, 1.815, 4.458)  0.476
C (3.166, 2.030, 5.813)  -0.476
C (4.197, 2.490, 6.610)  -0.851
N (2.337, 1.345, 3.644)  0.338
C (1.347, 0.432, 3.985)  -1.022
C (0.616, 0.241, 2.864)  -1.066
N (1.126, 1.021, 1.848)  0.969
C (2.151, 1.660, 2.339)  -1.252
H (6.632, 2.734, 4.262)  0.430
H (4.800, 1.857, 2.845)  0.559
H (2.184, 1.855, 6.232)  0.480
H (4.037, 2.663, 7.665)  0.426
H (1.308, -0.029, 4.955)  0.566
H (-0.206, -0.433, 2.692)  0.611
H (2.767, 2.354, 1.790)  0.664

As for the largest force on an atom: 0.627 eV/A. As for the relative energy (zero: lowest compared OMol25 entry of this formula, charge and spin): 0.0 kcal per mole. The value obtained for the energy is -4091.35104 hartree. Its charge is -1.